1.
DFT (wB97M-V/def2-TZVPD) results for a molecular structure, C22H32N3O3PtS5.

## Properties
Orbital gap (spin up / spin down)   8.48 / 5.57 eV
LUMO energy (spin up / spin down)   -2.128 / -5.443 eV
Net charge   +1
2S+1   5

Each line ends with the Löwdin spin population.
Geometry (Å):
Pt1 -0.2267 -0.5046 -0.5529  1.4270
C1 -2.2223 2.0757 0.0279  0.0086
N1 -1.9337 1.1892 -1.1166  0.1474
C2 -1.5267 1.9900 -2.2738  0.0058
C3 -3.0383 0.2972 -1.3780  0.0560
C4 -3.9176 0.4753 -2.4294  -0.0008
C5 -4.9244 -0.4578 -2.6540  0.0700
C6 -5.0365 -1.5798 -1.8502  -0.0015
C7 -4.1599 -1.7732 -0.7970  0.0629
C8 -3.1698 -0.8238 -0.5323  0.0264
N2 -2.1455 -0.9712 0.3904  0.4261
C9 -2.1738 -1.6551 1.5477  0.0406
C10 -3.3295 -2.2192 2.1409  0.1093
C11 -3.2104 -3.0323 3.2415  -0.0018
C12 -1.9574 -3.2845 3.7971  0.1531
C13 -0.8214 -2.6499 3.3037  -0.0105
C14 -0.9219 -1.7986 2.2232  0.1208
N3 0.1850 -0.9735 1.7976  0.1111
C15 0.1619 0.2776 2.5911  0.0079
C16 1.5104 -1.6091 1.9943  0.0064
H1 -2.9790 2.8155 -0.2506  0.0032
H2 -1.3120 2.5917 0.3190  0.0005
H3 -2.5921 1.4889 0.8645  0.0012
H4 -2.2849 2.7340 -2.5345  0.0032
H5 -1.3435 1.3469 -3.1317  0.0017
H6 -0.6070 2.5135 -2.0194  0.0009
H7 -3.8280 1.3270 -3.0869  -0.0012
H8 -5.6058 -0.3139 -3.4811  0.0037
H9 -5.7851 -2.3286 -2.0676  -0.0010
H10 -4.1807 -2.6998 -0.2454  0.0025
H11 -4.3030 -2.0072 1.7283  0.0047
H12 -4.0926 -3.4788 3.6788  -0.0027
H13 -1.8681 -3.9432 4.6500  0.0080
H14 0.1294 -2.8059 3.7910  -0.0031
H15 0.2466 0.0500 3.6577  0.0005
H16 -0.7648 0.8217 2.4112  0.0004
H17 1.0227 0.8799 2.3040  0.0008
H18 1.7712 -1.6186 3.0557  0.0030
H19 2.2528 -1.0218 1.4551  0.0010
H20 1.4999 -2.6146 1.5897  -0.0003
C17 5.2096 2.0572 0.1683  0.0004
C18 5.6471 0.6208 -0.0726  0.0001
S1 4.4828 -0.5201 -0.8580  0.0016
C19 3.8923 0.4662 -2.2435  0.0036
C20 2.5763 1.2686 -2.0690  0.0166
S2 1.7583 0.9579 -0.4844  0.1261
C21 1.4658 2.6253 0.1325  0.0190
C22 2.7443 3.3320 0.6114  0.0114
S3 3.9694 2.3280 1.4702  0.0014
H21 4.8384 2.5141 -0.7497  0.0001
H22 6.0971 2.6296 0.4433  0.0000
H23 5.9128 0.1414 0.8711  0.0000
H24 6.5645 0.6545 -0.6653  0.0000
H25 3.7800 -0.2073 -3.0921  0.0006
H26 4.6893 1.1576 -2.5208  0.0003
H27 1.8826 1.0252 -2.8705  0.0090
H28 2.7575 2.3426 -2.1231  0.0003
H29 0.7636 2.5216 0.9564  0.0012
H30 0.9796 3.2468 -0.6230  0.0005
H31 2.4403 4.1251 1.2965  0.0014
H32 3.2293 3.8367 -0.2247  0.0002
O1 1.1733 -2.4599 -0.7209  0.1405
S4 0.3828 -3.0279 -1.8398  0.0138
O2 1.1096 -3.8706 -2.7238  0.0154
O3 -0.9561 -3.3969 -1.4658  0.0268
S5 0.0918 -1.0776 -2.7616  0.8181



2.
DFT (wB97M-V/def2-TZVPD) results for a single C2H3NO3 molecule in a non-equilibrium geometry.

## Properties
Orbital gap   9.82 eV
LUMO energy   -0.811 eV

Each line ends with the Löwdin charge.
Geometry (Å):
C1 0.8243 0.7943 -0.7529  0.1060
C2 0.0962 0.0653 0.0320  -0.1898
O1 0.3027 0.5470 1.5377  -0.0181
N1 -0.8668 -0.9726 -0.1956  -0.3916
O2 -1.1325 -1.2925 -1.2915  0.1456
O3 -1.3184 -1.3898 0.8517  0.0982
H1 1.4206 1.7250 -0.4523  0.1241
H2 0.8214 0.5269 -1.8531  0.1053
H3 -0.1475 -0.0036 2.1239  0.0204



3.
DFT (wB97M-V/def2-TZVPD) results for 2 unconnected molecules or ions with the total composition C4H14NO2 in a non-equilibrium geometry.

## Properties
Orbital gap   9.99 eV
LUMO energy   -3.415 eV
Net charge   +1

Each line ends with the Löwdin charge.
Geometry (Å):
C1 0.8096 -1.5723 0.2952  -0.1376
C2 0.7841 -0.0764 0.3638  -0.1934
C3 -0.6236 0.5383 0.3022  -0.1572
C4 -1.3729 0.6679 1.6632  -0.2330
O1 -1.6967 2.0496 1.9121  -0.0598
N1 0.4160 -2.0143 -1.0894  0.1918
H1 0.2347 -2.1742 0.9986  0.1431
H2 1.8187 -1.9226 0.5015  0.1338
H3 1.2973 0.2058 1.2910  0.1359
H4 1.3981 0.4048 -0.3873  0.0885
H5 -1.3355 -0.0226 -0.3279  0.1033
H6 -0.5677 1.5423 -0.1054  0.1157
H7 -2.2762 0.0765 1.6521  0.1087
H8 -0.7812 0.3841 2.5311  0.1202
H9 -2.3728 2.2220 1.2548  0.0817
H10 0.9669 -1.6976 -1.8949  0.1493
H11 -0.4614 -1.5423 -1.3345  0.1492
H12 0.2333 -3.0151 -1.1487  0.1736
H13 1.0080 1.2142 -3.0109  0.0550
H14 2.3670 0.6719 -2.6172  0.0520
O2 1.4468 0.4587 -2.6456  -0.0210



Calculated total energy in order - -91360.1212 -9750.2275 -9953.2338 eV
Calculated energy above the lowest of the compared OMol25 structures with the same formula, charge and spin in order - 12.8 135.2 35.2 kcal per mole